ORCA calculation (ωB97M-V/def2-TZVPD) on a cluster of 3 separate species, C8H21N5O2P in total.

Geometry as XYZ:
```
37
Properties=species:S:1:pos:R:3:forces:R:3:nbo_charge:R:1
C 1.038 -0.377 0.111 0.006 -1.230 -0.188 -0.920
P 2.204 -1.566 -0.788 1.004 1.233 0.560 0.772
C 1.458 -2.079 -2.430 -0.240 -0.437 -0.069 -0.949
C 2.236 -3.084 0.350 -2.029 -0.486 -3.279 -0.561
C 0.824 -3.709 0.195 1.868 0.665 1.518 0.282
N 0.914 -5.000 0.185 -0.697 0.788 -0.050 -0.444
C 2.316 -5.433 0.391 1.444 0.393 -1.141 -0.242
C 3.010 -4.249 -0.392 -0.686 -0.500 2.365 -0.392
H 0.071 -0.356 -0.413 0.270 0.457 0.367 0.259
H 1.508 0.610 0.187 -0.310 -0.270 -0.262 0.261
H 0.886 -0.731 1.150 -0.006 0.140 -0.506 0.231
H 0.643 -1.424 -2.782 0.268 -0.122 0.449 0.263
H 2.266 -1.998 -3.177 -0.321 -0.089 0.403 0.259
H 1.078 -3.118 -2.472 0.103 0.437 0.022 0.215
H 2.555 -2.850 1.373 -0.107 -0.065 -0.337 0.291
H -0.050 -3.058 0.087 -0.131 -0.853 0.085 0.261
H 0.108 -5.599 0.051 0.127 -0.204 0.000 0.448
H 2.583 -6.378 -0.097 -0.639 0.022 0.478 0.247
H 2.570 -5.395 1.460 -0.209 -0.322 -0.322 0.232
H 2.637 -4.419 -1.414 0.628 0.683 0.138 0.223
H 4.097 -4.166 -0.287 -0.375 -0.224 -0.188 0.262
C -0.849 2.916 -1.134 -0.266 -0.041 0.145 0.774
O -1.041 2.020 -0.321 0.211 0.075 -0.207 -0.684
N -1.771 3.886 -1.381 -0.256 0.071 0.299 -0.853
N 0.304 3.015 -1.860 0.197 -0.110 -0.061 -0.848
H -1.636 4.627 -2.042 0.015 -0.020 -0.040 0.392
H -2.638 3.842 -0.865 -0.041 -0.031 -0.062 0.431
H 1.005 2.319 -1.704 0.039 0.028 -0.006 0.396
H 0.480 3.740 -2.529 -0.025 0.021 0.001 0.394
C -3.863 4.605 2.151 -0.152 -0.090 -0.207 0.774
O -4.480 4.258 1.153 0.182 0.036 0.074 -0.677
N -2.576 5.046 2.087 0.228 0.093 -0.098 -0.845
N -4.410 4.577 3.398 -0.165 -0.075 0.083 -0.844
H -2.040 5.337 2.881 -0.034 -0.001 0.041 0.389
H -2.155 5.076 1.177 0.074 -0.008 0.020 0.405
H -5.357 4.257 3.475 -0.012 0.008 -0.011 0.411
H -3.923 4.857 4.227 0.035 0.028 -0.013 0.389
```
Forces are in eV/Å.

The net charge is +1. The LUMO energy is -4.32 eV. The calculation puts the HOMO energy at -11.5 eV.

ORCA calculation (ωB97M-V/def2-TZVPD) on the ion C3H9Cl2N2 with charge +1.

Geometry as XYZ:
```
16
Properties=species:S:1:pos:R:3:forces:R:3:nbo_charge:R:1
C -0.073 -1.638 -0.935 2.191 -0.990 2.327 -0.430
C -0.183 0.827 -1.213 0.087 -1.583 0.998 -0.384
C 0.496 -0.015 0.923 -0.726 3.849 0.768 -0.077
N -0.134 1.415 1.469 0.671 -1.741 -0.130 -0.487
N -0.412 -0.306 -0.215 0.603 -2.584 -0.344 -0.371
Cl 1.160 2.412 2.044 -0.052 -0.305 -0.121 0.189
Cl -1.283 1.160 2.813 0.785 -0.346 -0.940 0.155
H 1.026 -1.593 -1.341 -2.360 -0.168 0.742 0.249
H -0.225 -2.500 -0.185 0.779 1.438 -0.836 0.246
H -0.823 -1.874 -1.639 -0.575 0.451 -1.298 0.246
H 0.767 0.533 -1.629 0.380 0.436 -0.245 0.217
H -0.909 0.844 -1.977 -1.046 0.028 -0.623 0.245
H -0.151 1.664 -0.576 0.000 1.440 -0.088 0.260
H 0.621 -0.591 1.817 -0.565 -1.266 -0.119 0.261
H 1.448 0.207 0.457 0.238 0.194 0.304 0.229
H -1.324 -0.546 0.186 -0.409 1.149 -0.396 0.454
```
Forces are in eV/Å.

The net charge is +1. Its energy above the lowest of the compared OMol25 structures with the same formula, charge and spin is 65.2 kcal per mole. The LUMO energy is -3.93 eV. The SMILES is C[NH+](C)CN(Cl)Cl. The calculation puts the HOMO energy at -13.8 eV.

ORCA calculation (ωB97M-V/def2-TZVPD) on a structure of composition C55H56N4OP2S3SiTi.

Geometry as XYZ:
```
123
Properties=species:S:1:pos:R:3:forces:R:3:mulliken_spin:R:1
Ti -0.678 0.186 -0.230 1.000 -0.247 -0.444 0.932
S -0.974 1.588 3.455 0.191 0.299 0.231 0.007
P -1.668 -0.142 2.751 0.055 -0.592 -0.919 0.014
C -0.889 -1.032 1.460 0.481 -0.371 2.831 0.053
P 0.355 -2.138 1.989 -0.521 0.041 -0.742 0.007
S 2.145 -2.156 1.082 0.175 0.197 0.173 0.000
C 0.861 -2.188 3.763 -0.033 0.008 0.019 0.003
C 0.752 -3.302 4.591 -0.221 0.222 -0.082 0.001
C 1.303 -3.283 5.865 0.024 -0.118 0.144 0.000
C 1.962 -2.159 6.335 -0.024 0.024 0.022 0.000
C 2.073 -1.042 5.516 -0.004 -0.037 0.022 0.000
C 1.549 -1.071 4.237 -0.197 0.064 0.105 -0.002
C -0.270 -3.846 1.674 0.037 -0.124 -0.015 -0.003
C -1.541 -4.042 1.149 -0.009 0.055 0.117 -0.019
C -1.975 -5.309 0.790 -0.016 -0.251 -0.024 -0.012
C -1.145 -6.407 0.970 -0.054 0.095 -0.004 0.002
C 0.128 -6.222 1.497 0.061 -0.071 0.039 0.000
C 0.568 -4.952 1.830 -0.096 0.058 0.003 0.002
C -3.401 0.140 2.219 -0.345 -0.146 0.212 0.008
C -3.948 -0.492 1.106 0.196 -0.016 0.117 0.014
C -5.310 -0.415 0.856 -0.214 -0.002 -0.030 0.012
C -6.148 0.267 1.727 0.093 0.013 -0.007 0.002
C -5.608 0.912 2.834 -0.119 -0.011 -0.047 0.002
C -4.246 0.850 3.073 0.154 0.069 -0.067 -0.001
C -2.068 -1.215 4.196 -0.234 -0.119 0.211 -0.007
C -2.625 -2.474 3.966 0.119 0.192 -0.096 -0.002
C -2.996 -3.285 5.022 -0.099 -0.203 0.105 0.001
C -2.833 -2.853 6.332 0.065 0.098 -0.054 0.000
C -2.315 -1.586 6.568 -0.073 -0.142 0.149 0.000
C -1.947 -0.771 5.510 0.247 0.015 -0.245 0.001
H 0.218 -4.179 4.251 -0.019 -0.006 0.020 0.000
H 1.208 -4.158 6.499 -0.013 0.012 -0.004 0.000
H 2.376 -2.146 7.337 -0.004 -0.010 -0.006 0.000
H 2.561 -0.145 5.879 0.034 -0.012 -0.015 0.000
H 1.640 -0.207 3.597 -0.082 0.037 0.066 0.004
H -2.186 -3.179 1.023 0.091 0.040 -0.128 0.043
H -2.961 -5.442 0.360 -0.003 0.033 0.007 0.001
H -1.481 -7.399 0.694 -0.005 0.000 -0.009 0.000
H 0.786 -7.073 1.638 0.003 0.004 -0.024 0.000
H 1.574 -4.795 2.199 0.018 -0.028 -0.040 0.000
H -3.296 -1.038 0.435 -0.005 0.027 -0.039 0.028
H -5.721 -0.893 -0.025 0.037 -0.020 -0.001 -0.001
H -7.217 0.293 1.548 0.005 0.054 -0.036 0.000
H -6.255 1.461 3.509 0.025 -0.003 0.019 0.000
H -3.812 1.356 3.928 -0.020 -0.001 0.013 0.000
H -2.757 -2.813 2.946 -0.029 0.020 0.100 0.008
H -3.419 -4.265 4.826 0.028 0.007 -0.023 0.000
H -3.107 -3.499 7.158 -0.020 0.020 0.011 0.000
H -2.199 -1.232 7.587 0.027 0.002 -0.008 0.000
H -1.536 0.217 5.678 0.009 0.013 0.014 0.001
C 0.850 -0.451 -1.621 0.597 0.475 -0.571 0.047
Si 1.828 0.514 -2.839 -0.259 -0.257 -0.016 0.019
C 1.250 2.299 -3.253 0.245 -0.068 0.230 0.015
N 1.111 3.237 -2.145 0.136 0.169 -0.205 0.011
C 0.111 4.263 -2.364 -0.032 0.071 -0.115 0.001
C 0.515 5.314 -3.416 0.034 -0.103 0.027 -0.002
C 2.010 5.663 -3.286 -0.033 -0.010 0.087 0.000
C 2.520 5.300 -1.894 -0.019 -0.097 -0.140 0.000
C 2.376 3.789 -1.660 -0.087 -0.002 0.197 -0.001
C 1.775 -0.229 -4.601 0.040 -0.069 0.079 -0.022
C 2.682 0.162 -5.592 -0.058 0.090 0.056 0.001
C 2.731 -0.467 -6.827 0.023 -0.025 -0.122 0.001
C 1.851 -1.502 -7.116 -0.040 0.030 0.068 0.002
C 0.905 -1.873 -6.169 0.032 -0.030 -0.137 -0.011
C 0.873 -1.242 -4.932 -0.100 0.013 0.152 -0.029
C 3.670 0.352 -2.330 -0.056 0.041 -0.007 0.000
C 4.563 -0.494 -2.995 -0.039 0.099 -0.038 0.000
C 5.822 -0.776 -2.484 0.086 -0.014 0.058 0.000
C 6.222 -0.231 -1.272 -0.001 -0.058 -0.052 0.000
C 5.346 0.592 -0.579 0.060 0.033 0.063 0.001
C 4.094 0.872 -1.103 -0.055 0.110 -0.052 0.001
H 1.528 -0.751 -0.811 0.101 0.098 -0.159 -0.023
H 0.538 -1.383 -2.100 -0.011 0.024 -0.014 0.062
H 0.252 2.151 -3.681 -0.005 -0.138 0.002 -0.002
H 1.881 2.705 -4.070 -0.046 -0.018 -0.057 0.000
H -0.070 4.765 -1.409 -0.071 0.025 -0.161 -0.004
H -0.827 3.784 -2.650 0.012 0.005 0.105 0.007
H -0.110 6.201 -3.277 0.016 0.029 -0.028 0.000
H 0.313 4.936 -4.421 -0.047 0.005 0.004 0.000
H 2.184 6.722 -3.498 0.021 -0.017 -0.050 0.000
H 2.586 5.087 -4.018 0.010 0.029 -0.017 0.000
H 1.956 5.856 -1.139 0.013 0.023 0.024 0.000
H 3.572 5.577 -1.781 -0.004 0.028 0.053 0.000
H 2.477 3.584 -0.586 0.124 0.009 -0.095 0.000
H 3.201 3.277 -2.166 -0.007 0.011 -0.008 0.000
H 3.377 0.970 -5.385 0.054 -0.044 0.009 0.000
H 3.466 -0.162 -7.565 -0.008 0.025 0.007 0.000
H 1.899 -2.012 -8.072 -0.014 0.016 -0.012 0.000
H 0.199 -2.665 -6.389 -0.017 0.015 0.026 0.002
H 0.127 -1.548 -4.205 0.019 -0.047 -0.016 0.045
H 4.265 -0.959 -3.926 0.002 -0.014 -0.028 0.000
H 6.490 -1.438 -3.024 -0.022 -0.010 -0.006 0.000
H 7.196 -0.471 -0.860 0.005 0.030 0.002 0.000
H 5.635 1.000 0.383 -0.038 0.008 0.007 0.000
H 3.415 1.489 -0.527 0.032 -0.038 0.029 -0.002
S -3.436 2.723 -2.577 0.179 -0.257 0.206 0.030
C -3.242 3.644 -1.121 -0.146 -0.003 -0.071 0.075
C -2.555 2.957 -0.165 -0.139 0.299 -0.159 -0.059
C -2.123 1.655 -0.555 -0.515 0.278 -0.314 0.094
C -2.560 1.370 -1.837 -0.443 0.609 0.175 0.075
C -2.498 0.047 -2.369 -0.356 -0.421 -0.578 0.246
C -3.051 -0.383 -3.575 0.141 0.236 0.337 -0.193
C -3.005 -1.717 -3.932 -0.133 -0.095 -0.242 0.327
C -2.354 -2.620 -3.049 0.126 -0.001 0.173 -0.028
C -1.802 -2.138 -1.894 -0.115 -0.227 -0.266 0.158
N -1.860 -0.842 -1.501 -0.883 -0.412 -0.755 0.077
H -3.676 4.633 -1.076 0.048 0.011 0.083 0.008
H -2.390 3.366 0.826 0.047 0.000 -0.025 0.005
H -3.524 0.358 -4.212 -0.022 -0.037 -0.045 -0.012
H -3.450 -2.068 -4.856 0.015 0.043 -0.011 0.061
H -2.272 -3.673 -3.288 0.024 -0.001 0.044 0.003
H -1.253 -2.801 -1.235 0.015 -0.016 0.083 0.014
C 0.315 4.247 1.281 0.016 -0.151 0.030 0.006
N 1.399 3.360 1.670 -0.154 0.007 0.205 0.003
C 1.353 2.040 1.286 -0.002 0.355 -0.484 -0.038
N 2.306 1.252 1.820 0.080 -0.621 0.113 0.004
O 0.595 1.679 0.379 0.930 0.535 0.778 -0.080
H 0.693 5.270 1.234 -0.013 -0.001 -0.067 0.001
H -0.521 4.192 1.982 -0.012 -0.024 -0.019 0.000
H -0.038 3.930 0.302 0.004 0.026 0.140 -0.001
H 1.732 3.501 2.610 0.062 -0.030 0.034 0.000
H 2.774 1.544 2.660 -0.013 0.044 -0.016 0.000
H 2.269 0.239 1.646 -0.050 0.213 -0.168 0.001
```
Forces are in eV/Å.

The net charge is -2. As for the multiplicity: 3. Its energy above the lowest of the compared OMol25 structures with the same formula, charge and spin is 15.3 kcal per mole. The LUMO energy (spin up / spin down) is 4.11 / 4.10 eV. The calculation puts the HOMO energy (spin up / spin down) at 0.6 / -2.2 eV.

ORCA calculation (ωB97M-V/def2-TZVPD) on a structure of composition C5H12NO.

Geometry as XYZ:
```
19
Properties=species:S:1:pos:R:3:forces:R:3:nbo_charge:R:1
C 1.508 0.547 1.025 1.177 -2.883 -0.483 0.473
C -3.177 -0.931 0.470 0.144 0.074 -0.029 -0.602
C 2.896 -1.088 -0.282 1.333 -1.479 -1.217 -0.469
C -1.851 -0.574 -0.204 0.017 -0.255 0.062 -0.518
C -1.604 0.896 -0.214 -0.431 -0.146 -0.126 0.493
N 2.115 -0.303 0.527 -2.235 3.435 1.717 -0.204
O -0.567 1.448 0.070 0.234 -0.021 0.094 -0.588
H 1.913 2.285 0.240 0.526 2.360 -0.975 -0.098
H 0.948 1.118 1.722 -0.191 0.436 0.183 0.313
H -4.010 -0.451 -0.036 -0.127 0.038 -0.022 0.223
H -3.330 -2.005 0.434 -0.055 -0.065 -0.008 0.235
H -3.178 -0.622 1.511 -0.057 0.022 0.130 0.215
H 3.923 -0.712 -0.266 -0.134 -0.042 0.035 0.274
H 2.520 -1.071 -1.309 -0.051 0.037 0.155 0.269
H 2.884 -2.113 0.095 0.033 0.062 -0.069 0.271
H -1.905 -0.884 -1.253 0.091 -0.001 -0.037 0.250
H -1.021 -1.104 0.269 0.057 0.075 -0.092 0.203
H 2.067 3.033 -0.038 -0.351 -1.844 0.706 0.122
H -2.480 1.492 -0.517 0.022 0.196 -0.025 0.136
```
Forces are in eV/Å.

The net charge is +1. Its energy above the lowest of the compared OMol25 structures with the same formula, charge and spin is 78.2 kcal per mole. The LUMO energy is -4.35 eV. The calculation puts the HOMO energy at -13.9 eV.

Values of largest force on an atom, in order: 3.9 4.0 2.9 4.4, all in eV/Å.